C52H49AsN4OSW as an isolated structure in a non-equilibrium geometry, computed with ωB97M-V with the def2-TZVPD basis set.

Total charge: +2
E_HOMO (spin up / spin down) (eV): -13.1 / -13.1
Frontier orbital gap (spin up / spin down) (eV): 6.62 / 6.34

CARTESIAN COORDINATES (ANGSTROEM)
W  0.478  0.552  0.332
C  -0.373  -1.734  5.527
C  -0.931  -1.049  4.277
C  -1.263  -2.046  3.185
C  -2.333  -2.914  3.400
C  -2.598  -3.957  2.532
C  -1.738  -4.199  1.474
C  -0.651  -3.370  1.217
C  0.326  -3.788  0.141
C  1.791  -3.974  0.550
C  -0.492  -2.233  2.027
N  0.514  -1.242  1.682
C  1.598  -1.256  2.397
C  2.504  -0.170  2.312
C  3.711  0.121  2.909
C  4.068  1.414  2.464
C  3.077  1.844  1.612
N  2.098  0.898  1.519
H  -0.143  -1.002  6.306
H  0.545  -2.284  5.302
H  -1.083  -2.448  5.943
H  -0.217  -0.316  3.910
H  -1.835  -0.497  4.546
H  -2.951  -2.773  4.283
H  -3.439  -4.617  2.711
H  -1.881  -5.074  0.848
H  0.265  -3.099  -0.689
H  -0.032  -4.735  -0.262
H  2.350  -3.049  0.538
H  2.287  -4.651  -0.147
H  1.886  -4.411  1.547
H  1.796  -2.082  3.073
H  4.275  -0.524  3.572
H  4.955  1.970  2.736
H  3.004  2.773  1.065
C  5.730  0.030  -1.551
C  4.773  -0.769  -0.938
C  3.480  -0.298  -0.797
C  3.152  0.968  -1.260
C  4.101  1.779  -1.871
C  5.392  1.294  -2.017
N  1.811  1.423  -1.072
N  1.477  2.412  -1.753
C  0.210  2.855  -1.457
C  -0.301  3.917  -2.208
C  -1.551  4.405  -1.894
C  -2.264  3.835  -0.835
C  -1.748  2.782  -0.099
C  -0.488  2.248  -0.389
H  6.746  -0.333  -1.663
H  5.030  -1.759  -0.579
H  2.734  -0.938  -0.355
H  3.837  2.764  -2.226
H  6.142  1.915  -2.492
H  0.295  4.337  -3.011
H  -1.977  5.224  -2.459
H  -3.249  4.220  -0.591
H  -2.365  2.338  0.667
C  0.549  2.266  4.201
S  -0.216  2.619  2.626
O  -0.557  1.220  2.016
C  -1.784  3.249  3.161
C  -2.815  2.384  3.508
C  -4.015  2.929  3.934
C  -4.166  4.310  4.017
C  -3.126  5.157  3.663
C  -1.921  4.627  3.220
H  -0.107  1.673  4.838
H  0.714  3.251  4.645
H  1.507  1.777  4.014
H  -2.684  1.311  3.425
H  -4.837  2.277  4.205
H  -5.107  4.727  4.356
H  -3.253  6.230  3.722
H  -1.108  5.283  2.916
C  -1.564  -5.104  -3.228
C  -2.440  -4.209  -2.632
C  -2.027  -2.919  -2.329
C  -0.726  -2.521  -2.620
C  0.153  -3.420  -3.215
C  -0.268  -4.706  -3.521
As  -0.153  -0.714  -2.172
C  -1.850  0.171  -2.478
C  -2.367  0.410  -3.747
C  -3.678  0.844  -3.888
C  -4.490  1.004  -2.771
C  -3.992  0.723  -1.507
C  -2.676  0.309  -1.368
C  1.062  -0.225  -3.593
C  0.813  0.876  -4.407
C  1.710  1.216  -5.411
C  2.858  0.463  -5.608
C  3.120  -0.624  -4.786
C  2.229  -0.962  -3.780
H  -1.894  -6.107  -3.472
H  -3.457  -4.509  -2.408
H  -2.731  -2.248  -1.871
H  1.166  -3.142  -3.465
H  0.421  -5.394  -3.997
H  -1.779  0.229  -4.637
H  -4.072  1.037  -4.879
H  -5.517  1.327  -2.893
H  -4.626  0.817  -0.633
H  -2.323  0.066  -0.382
H  -0.060  1.497  -4.254
H  1.506  2.074  -6.044
H  3.548  0.725  -6.401
H  4.022  -1.210  -4.925
H  2.471  -1.794  -3.135


C52H49N5OP2RuS5Se2 as an isolated structure, computed with ωB97M-V with the def2-TZVPD basis set.

Total charge: 0
E_HOMO (spin up / spin down) (eV): -6.5 / -7.2
2S+1: 5
Frontier orbital gap (spin up / spin down) (eV): 6.59 / 6.12

CARTESIAN COORDINATES (ANGSTROEM)
Ru  0.415  2.954  -1.121
O  2.890  8.247  -4.672
C  2.537  7.259  -4.092
S  1.425  6.056  -4.777
C  1.358  5.013  -3.374
C  2.095  5.384  -2.295
S  2.082  4.539  -0.802
S  3.069  6.833  -2.454
S  0.391  3.600  -3.409
Se  2.832  -5.114  0.697
P  0.889  -4.678  0.052
C  -0.381  -5.185  1.259
C  -1.744  -5.009  1.003
C  -2.679  -5.394  1.946
C  -2.268  -5.974  3.141
C  -0.920  -6.168  3.388
C  0.025  -5.772  2.448
C  0.418  -5.553  -1.475
C  -0.503  -6.597  -1.459
C  -0.766  -7.304  -2.622
C  -0.094  -6.998  -3.794
C  0.848  -5.979  -3.806
C  1.098  -5.254  -2.652
C  0.536  -2.886  -0.181
C  1.043  -1.681  -0.781
N  0.250  -0.686  -0.360
N  -0.657  -1.251  0.393
N  -0.517  -2.531  0.553
P  2.376  -1.010  -1.864
Se  2.428  1.130  -1.869
C  4.003  -1.669  -1.404
C  4.920  -0.803  -0.810
C  6.196  -1.248  -0.506
C  6.562  -2.557  -0.784
C  5.649  -3.421  -1.367
C  4.375  -2.979  -1.685
C  1.966  -1.669  -3.505
C  0.624  -1.659  -3.883
C  0.249  -2.159  -5.117
C  1.211  -2.666  -5.980
C  2.552  -2.632  -5.625
C  2.936  -2.124  -4.392
H  -2.064  -4.569  0.068
H  -3.733  -5.247  1.747
H  -3.005  -6.284  3.871
H  -0.596  -6.630  4.312
H  1.081  -5.920  2.633
H  -1.010  -6.861  -0.541
H  -1.499  -8.101  -2.613
H  -0.291  -7.565  -4.695
H  1.387  -5.749  -4.713
H  1.829  -4.460  -2.658
H  4.629  0.218  -0.600
H  6.908  -0.568  -0.057
H  7.561  -2.904  -0.552
H  5.921  -4.449  -1.571
H  3.684  -3.663  -2.149
H  -0.118  -1.248  -3.208
H  -0.794  -2.161  -5.407
H  0.915  -3.074  -6.939
H  3.302  -3.005  -6.311
H  3.983  -2.082  -4.124
C  -2.637  1.577  -3.387
C  -2.749  2.452  -2.171
C  -3.792  3.334  -2.017
C  -3.879  4.163  -0.882
C  -5.081  5.052  -0.698
C  -2.867  4.182  0.052
C  -1.756  3.312  -0.066
C  -1.769  2.395  -1.169
N  -0.606  3.245  0.649
C  -0.318  3.970  1.887
C  1.059  3.493  2.374
C  1.414  4.126  3.720
C  0.360  3.740  4.760
C  -1.006  4.257  4.308
C  -0.969  5.779  4.145
C  0.084  6.144  3.095
C  1.453  5.652  3.574
C  -0.258  5.504  1.744
C  -1.369  3.623  2.964
H  -3.496  1.706  -4.043
H  -2.556  0.521  -3.115
H  -1.737  1.845  -3.943
H  -4.565  3.394  -2.774
H  -5.775  4.948  -1.531
H  -4.783  6.098  -0.620
H  -5.610  4.797  0.222
H  -2.939  4.874  0.878
H  -1.107  1.509  -1.122
H  1.810  3.769  1.633
H  1.052  2.400  2.444
H  2.395  3.769  4.043
H  0.621  4.167  5.734
H  0.325  2.651  4.868
H  -1.763  3.984  5.049
H  -0.725  6.253  5.101
H  -1.954  6.146  3.838
H  0.109  7.231  2.972
H  1.695  6.108  4.539
H  2.227  5.943  2.859
H  0.502  5.761  1.003
H  -1.210  5.900  1.384
H  -2.357  3.965  2.651
H  -1.418  2.538  3.082
S  -1.612  -0.233  1.545
C  -2.122  -1.417  2.661
N  -3.502  -1.651  2.753
C  -4.032  -2.420  3.747
C  -3.236  -3.046  4.640
C  -1.813  -2.886  4.547
C  -1.290  -2.068  3.588
H  -4.095  -1.166  2.102
H  -5.110  -2.503  3.758
H  -3.668  -3.653  5.421
H  -1.165  -3.406  5.238
H  -0.223  -1.911  3.509


C52H50I2N6O3Ti as an isolated structure, computed with ωB97M-V with the def2-TZVPD basis set.

Total charge: -1
E_HOMO (spin up / spin down) (eV): -3.8 / -5.5
2S+1: 2
Frontier orbital gap (spin up / spin down) (eV): 5.69 / 7.39

CARTESIAN COORDINATES (ANGSTROEM)
Ti  -0.303  -0.341  -0.073
C  -2.444  3.955  1.911
C  -2.647  2.749  0.998
C  -4.069  2.210  1.188
C  -2.386  3.030  -0.469
C  -2.405  4.329  -0.961
C  -2.304  4.577  -2.320
C  -2.229  3.516  -3.198
C  -2.196  2.198  -2.748
C  -2.216  1.090  -3.775
C  -1.188  1.295  -4.889
C  -3.615  0.951  -4.382
C  -2.220  1.963  -1.370
N  -2.130  0.647  -0.812
C  -3.223  -0.121  -0.949
O  -4.278  0.119  -1.534
C  -3.082  -1.412  -0.186
C  -3.993  -2.455  -0.176
C  -3.742  -3.522  0.676
C  -2.639  -3.502  1.521
C  -1.779  -2.422  1.440
N  -2.001  -1.446  0.573
C  -0.625  -2.158  2.366
O  -0.463  -2.920  3.322
N  0.044  -1.037  2.060
C  1.053  -0.675  3.003
C  0.760  0.357  3.910
C  1.762  0.830  4.748
C  3.027  0.265  4.732
C  3.274  -0.817  3.912
C  2.297  -1.322  3.056
C  2.590  -2.599  2.294
C  3.969  -2.609  1.629
C  2.499  -3.811  3.230
C  -0.666  0.865  4.035
C  -1.485  -0.111  4.888
C  -0.788  2.268  4.624
H  -2.564  3.653  2.952
H  -1.454  4.393  1.793
H  -3.190  4.728  1.717
H  -1.950  1.965  1.314
H  -4.797  2.990  0.950
H  -4.280  1.360  0.541
H  -4.224  1.910  2.227
H  -2.498  5.160  -0.279
H  -2.308  5.595  -2.690
H  -2.198  3.706  -4.264
H  -1.980  0.159  -3.262
H  -1.496  2.103  -5.557
H  -0.204  1.538  -4.490
H  -1.105  0.387  -5.491
H  -3.882  1.860  -4.927
H  -3.633  0.122  -5.094
H  -4.361  0.772  -3.611
H  -4.865  -2.394  -0.810
H  -4.424  -4.362  0.702
H  -2.432  -4.279  2.242
H  1.558  1.649  5.422
H  3.805  0.651  5.379
H  4.243  -1.299  3.945
H  1.824  -2.706  1.524
H  4.754  -2.763  2.373
H  4.035  -3.435  0.919
H  4.193  -1.682  1.104
H  3.279  -3.746  3.994
H  1.529  -3.864  3.718
H  2.662  -4.731  2.664
H  -1.113  0.874  3.035
H  -1.122  -0.097  5.919
H  -2.537  0.184  4.896
H  -1.406  -1.136  4.528
H  -0.453  2.293  5.663
H  -0.217  3.011  4.065
H  -1.836  2.575  4.622
C  0.620  -2.751  -5.104
C  1.621  -1.803  -4.934
C  1.539  -0.864  -3.921
C  0.443  -0.864  -3.051
C  -0.560  -1.817  -3.225
C  -0.470  -2.750  -4.244
N  0.355  0.048  -1.983
N  0.949  1.215  -2.233
C  0.978  2.021  -1.132
C  1.558  3.295  -1.265
C  1.720  4.093  -0.153
C  1.305  3.640  1.098
C  0.690  2.396  1.218
C  0.498  1.567  0.120
H  0.693  -3.488  -5.893
H  2.484  -1.802  -5.589
H  2.314  -0.125  -3.778
H  -1.411  -1.835  -2.550
H  -1.255  -3.486  -4.359
H  1.885  3.615  -2.246
H  2.178  5.071  -0.251
H  1.450  4.256  1.978
H  0.373  2.073  2.199
I  0.174  -5.188  -1.580
C  1.689  -3.770  -1.567
C  2.928  -4.054  -2.172
C  3.950  -3.146  -2.145
I  5.724  -3.613  -3.144
C  3.803  -1.910  -1.461
C  4.795  -0.916  -1.310
C  4.520  0.205  -0.579
C  3.245  0.360  0.003
N  2.294  -0.526  -0.151
C  2.558  -1.645  -0.864
C  1.456  -2.553  -0.969
O  0.308  -2.187  -0.479
H  3.053  -4.999  -2.681
H  5.766  -1.057  -1.766
H  5.263  0.976  -0.436
H  3.004  1.238  0.591


C52H51AsCl2HfN8OS as an isolated structure in a non-equilibrium geometry, computed with ωB97M-V with the def2-TZVPD basis set.

Total charge: +2
E_HOMO (eV): -12.9
Frontier orbital gap (eV): 7.14

CARTESIAN COORDINATES (ANGSTROEM)
Hf  0.160  0.442  -0.885
C  -3.434  2.549  5.475
C  -2.582  1.838  4.424
C  -1.128  1.804  4.920
C  -3.095  0.401  4.265
C  -2.625  2.540  3.066
C  -3.391  3.695  2.839
C  -3.383  4.353  1.623
C  -2.591  3.839  0.606
S  -2.324  4.469  -0.990
C  -1.233  3.189  -1.309
N  -1.079  2.322  -0.327
C  -1.838  2.680  0.796
C  -1.861  2.032  2.025
C  -0.476  3.035  -2.550
C  -0.481  4.024  -3.532
C  0.340  3.884  -4.639
C  1.167  2.773  -4.741
C  1.150  1.793  -3.754
C  0.318  1.877  -2.634
H  -3.340  2.029  6.429
H  -4.492  2.552  5.208
H  -3.111  3.580  5.630
H  -1.075  1.295  5.884
H  -0.736  2.815  5.050
H  -0.475  1.271  4.224
H  -3.098  -0.106  5.232
H  -2.456  -0.173  3.589
H  -4.114  0.388  3.872
H  -3.999  4.101  3.633
H  -3.970  5.250  1.479
H  -1.247  1.155  2.172
H  -1.095  4.911  -3.428
H  0.356  4.649  -5.403
H  1.844  2.674  -5.580
H  1.825  0.954  -3.878
Cl  -1.432  -0.726  -3.237
C  -1.420  0.072  -4.855
Cl  -0.242  -0.668  -5.913
H  -1.170  1.114  -4.691
H  -2.416  -0.065  -5.257
O  0.301  -1.631  -0.817
As  0.693  -3.163  -1.465
C  -0.814  -3.902  -2.342
C  -1.992  -4.101  -1.625
C  -3.106  -4.602  -2.278
C  -3.036  -4.905  -3.633
C  -1.858  -4.713  -4.340
C  -0.738  -4.206  -3.697
C  1.177  -4.212  0.040
C  2.089  -3.665  0.942
C  2.500  -4.417  2.030
C  2.007  -5.705  2.208
C  1.107  -6.247  1.302
C  0.688  -5.501  0.208
C  2.178  -2.988  -2.631
C  2.271  -1.898  -3.489
C  3.376  -1.769  -4.315
C  4.372  -2.737  -4.286
C  4.267  -3.834  -3.441
C  3.170  -3.964  -2.601
H  -2.039  -3.880  -0.565
H  -4.026  -4.768  -1.732
H  -3.907  -5.302  -4.139
H  -1.809  -4.959  -5.392
H  0.182  -4.045  -4.247
H  2.488  -2.669  0.780
H  3.215  -4.010  2.733
H  2.335  -6.293  3.055
H  0.735  -7.253  1.442
H  -0.011  -5.927  -0.502
H  1.482  -1.158  -3.526
H  3.466  -0.914  -4.974
H  5.237  -2.635  -4.928
H  5.045  -4.585  -3.426
H  3.102  -4.809  -1.927
C  2.906  2.921  4.235
C  3.384  2.501  2.853
N  2.292  2.047  1.960
C  1.751  3.078  1.066
C  0.900  4.121  1.777
C  1.844  0.807  1.988
C  2.512  -0.176  2.908
N  0.827  0.380  1.236
H  3.769  3.188  4.844
H  2.369  2.123  4.748
H  2.250  3.788  4.189
H  4.130  1.711  2.919
H  3.871  3.328  2.339
H  1.161  2.598  0.294
H  2.603  3.552  0.577
H  0.163  3.655  2.432
H  0.368  4.717  1.033
H  1.513  4.805  2.360
H  2.640  0.219  3.912
H  3.503  -0.418  2.516
H  1.930  -1.093  2.967
H  0.715  -0.620  1.393
N  -6.919  -1.755  1.610
C  -5.890  -1.434  1.217
C  -4.599  -1.040  0.722
C  -4.483  -0.050  -0.247
C  -3.221  0.302  -0.676
N  -2.103  -0.276  -0.217
C  -2.229  -1.237  0.705
C  -3.447  -1.645  1.209
H  -5.356  0.443  -0.650
H  -3.096  1.083  -1.415
H  -1.314  -1.701  1.050
H  -3.498  -2.412  1.969
N  2.320  0.359  -1.130
C  3.181  1.090  -1.457
C  4.180  1.912  -1.871
C  4.826  2.720  -0.901
N  5.260  3.365  -0.051
C  4.472  1.917  -3.264
N  4.615  1.886  -4.405